Record 1
Formula: C17H15F4NO2
Source: OMol25
Level of theory: ωB97M-V/def2-TZVPD

Each atom is followed by the atoms it is bonded to, with distances in Å.
Element x y z (Å)
1 F 4.377 0.811 1.938  C12 1.347
2 F -0.358 0.799 2.292  C22 1.372
3 F 4.232 3.472 2.521  C16 1.351
4 F -0.444 3.479 1.824  C24 1.363
5 O 1.897 4.816 2.019  C19 1.237
6 O 2.104 -0.559 1.379  C21 1.255
7 N 0.451 0.596 -0.767  C9 1.430, C10 1.461, H29 1.034
8 C -1.167 -2.272 -0.062  C11 1.392, C15 1.496, C20 1.401
9 C -0.897 0.125 -0.675  N7 1.430, C14 1.556, C15 1.527, H25 1.112
10 C 0.524 1.498 -1.913  N7 1.461, C13 1.542, H37 1.111, H39 1.104
11 C -2.400 -2.822 -0.400  C8 1.392, C17 1.392, H35 1.093
12 C 3.198 1.461 1.932  F1 1.347, C16 1.353, C21 1.452
13 C -0.783 2.301 -1.759  C10 1.542, C14 1.565, H34 1.095, H36 1.098
14 C -1.678 1.466 -0.784  C9 1.556, C13 1.565, H31 1.107, H38 1.089
15 C -1.132 -0.870 0.459  C8 1.496, C9 1.527, H26 1.083, H32 1.095
16 C 3.120 2.791 2.168  F3 1.351, C12 1.353, C19 1.458
17 C -2.451 -4.084 -0.987  C11 1.392, C18 1.406, H27 1.090
18 C -1.252 -4.773 -1.239  C17 1.406, C23 1.404, H33 1.089
19 C 1.905 3.579 1.996  O5 1.237, C16 1.458, C24 1.450
20 C 0.032 -2.964 -0.277  C8 1.401, C23 1.394, H28 1.092
21 C 2.018 0.667 1.638  O6 1.255, C12 1.452, C22 1.463
22 C 0.771 1.411 1.810  F2 1.372, C21 1.463, C24 1.354
23 C -0.012 -4.219 -0.883  C18 1.404, C20 1.394, H30 1.094
24 C 0.717 2.764 1.832  F4 1.363, C19 1.450, C22 1.354
25 H -1.229 -0.386 -1.605  C9 1.112
26 H -0.323 -0.835 1.178  C15 1.083
27 H -3.422 -4.509 -1.241  C17 1.090
28 H 0.973 -2.508 0.040  C20 1.092
29 H 1.238 -0.064 -0.650  N7 1.034
30 H 0.916 -4.764 -1.077  C23 1.094
31 H -1.740 1.943 0.213  C14 1.107
32 H -2.082 -0.630 0.949  C15 1.095
33 H -1.290 -5.734 -1.750  C18 1.089
34 H -0.479 3.243 -1.291  C13 1.095
35 H -3.303 -2.241 -0.196  C11 1.093
36 H -1.297 2.566 -2.693  C13 1.098
37 H 0.518 1.021 -2.916  C10 1.111
38 H -2.690 1.314 -1.158  C14 1.089
39 H 1.439 2.114 -1.864  C10 1.104

## Properties
Relative energy (zero: lowest compared OMol25 entry of this formula, charge and spin)   0.852 eV
Electronic energy   -1261.3858 a.u.
Highest occupied orbital energy   -8.950 eV
SMILES string   O=C1C(F)=C(F)C(=O)C(F)=C1F.c1ccc(C[C@H]2CCCN2)cc1

Here are the Löwdin charges for atoms 1 to 4, given in e: 0.13, 0.09, 0.13, 0.11

=====

Record 2
Formula: C5H6O
Source: OMol25
Level of theory: ωB97M-V/def2-TZVPD

Each atom is followed by the atoms it is bonded to, with distances in Å.
Element x y z (Å)
1 O -0.624 0.608 1.034  C5 1.415, C6 1.448
2 C 0.901 0.595 -1.720  C3 1.450, H7 1.109, H11 1.090, H12 1.092
3 C 0.468 -0.665 -1.149  C2 1.450, C4 1.214
4 C -0.098 -1.329 -0.304  C3 1.214, C6 1.465
5 C 0.242 -0.148 1.860  O1 1.415, C6 1.471, H9 1.091, H10 1.096
6 C -0.682 -0.837 0.946  O1 1.448, C4 1.465, C5 1.471, H8 1.086
7 H 0.504 1.245 -0.913  C2 1.109
8 H -1.626 -1.228 1.310  C6 1.086
9 H 0.040 -0.061 2.928  C5 1.091
10 H 1.300 -0.135 1.574  C5 1.096
11 H 0.417 0.870 -2.657  C2 1.090
12 H 1.983 0.731 -1.774  C2 1.092

## Properties
Relative energy (zero: lowest compared OMol25 entry of this formula, charge and spin)   3.876 eV
Electronic energy   -269.2038 a.u.
Highest occupied orbital energy   -9.502 eV
SMILES string   CC#C[C@H]1CO1

Here are the Löwdin charges for atoms 1 to 4, given in e: -0.07, -0.07, -0.06, 0.00